C19H23BrClNZr | wB97M-V/def2-TZVPD

Values from the calculation:
Spin multiplicity   1
Molar mass   472.0 u
Charge   +2
Frontier orbital gap   7.6 eV

Atoms and positions in Å:
C (0.2245, 0.8061, -5.2968)
C (1.6220, 1.3607, -5.6240)
C (-0.0119, -0.5732, -5.9319)
C (-0.8968, 1.8000, -5.6451)
Cl (0.1650, 0.5683, -3.5758)
H (0.0125, -0.4967, -7.0244)
H (-0.9858, -0.9830, -5.6378)
H (0.7546, -1.2932, -5.6203)
H (1.7285, 1.5289, -6.7017)
H (2.4091, 0.6634, -5.3146)
H (1.8120, 2.3123, -5.1145)
H (-0.9216, 1.9901, -6.7239)
H (-0.7623, 2.7605, -5.1344)
H (-1.8774, 1.4085, -5.3496)
C (1.5413, -0.9146, 1.6173)
C (0.8789, -1.9940, 0.9490)
C (1.2617, -1.9795, -0.4236)
H (0.2412, -2.7261, 1.4263)
C (2.2104, -0.9285, -0.6145)
C (2.4140, -0.2942, 0.6525)
H (3.1578, 0.4856, 0.8661)
H (1.4686, -0.6520, 2.6789)
H (0.9729, -2.7006, -1.1836)
H (2.7917, -0.7316, -1.5163)
C (-1.9744, 0.8832, 1.1314)
C (-1.6840, -0.4539, 1.5432)
C (-1.8813, -1.3029, 0.3921)
H (-1.4088, -0.7640, 2.5480)
C (-2.2103, -0.4794, -0.7280)
C (-2.2893, 0.8741, -0.2708)
H (-2.6433, 1.7211, -0.8581)
H (-2.0325, 1.7623, 1.7726)
H (-1.8325, -2.3899, 0.3685)
H (-2.5149, -0.8392, -1.7119)
Zr (0.0794, 0.1047, 0.1330)
Br (1.1335, 3.5673, 4.7260)
C (1.1812, 3.4058, 2.8358)
C (1.6899, 4.4115, 2.0107)
C (1.7001, 4.2402, 0.6184)
C (1.1907, 3.0689, 0.0779)
N (0.6935, 2.1062, 0.8951)
C (0.6911, 2.2396, 2.2623)
H (2.0738, 5.3114, 2.4681)
H (2.0949, 4.9941, -0.0595)
H (1.1633, 2.8659, -1.0006)
H (0.2857, 1.4002, 2.8408)

Löwdin atomic charge list, values in e, 6 entries: -0.981, -0.108, -0.109, -0.108, 0.652, 0.101

=====

C25H42BMnO29 | wB97M-V/def2-TZVPD

Values from the calculation:
Spin multiplicity   6
Energy above the lowest of the compared OMol25 structures with the same formula, charge and spin   0.000 eV
Molar mass   872.3 u
Charge   +1
Frontier orbital gap   9.5 eV

Atoms and positions in Å:
Mn (-0.0192, 0.2791, -0.5808)
O (0.6456, -3.5154, 6.2366)
C (0.6986, -2.4170, 5.7978)
O (1.4911, -2.0064, 4.8054)
B (1.1997, -0.6119, 4.4860)
O (0.2400, -0.1606, 5.4790)
C (-0.1759, -1.1983, 6.2086)
O (-1.0735, -1.2023, 6.9788)
O (0.6481, -0.4366, 3.1130)
C (1.4453, 0.3199, 2.4125)
O (1.2247, 0.6951, 1.2906)
C (2.6302, 0.7611, 3.3060)
O (2.4669, 0.1639, 4.4580)
O (3.5290, 1.4503, 2.9309)
C (4.5376, -2.7047, -0.2494)
O (3.3225, -2.1605, -0.7617)
C (3.1938, -0.8471, -0.8357)
O (2.1215, -0.3151, -0.9828)
O (4.3552, -0.2196, -0.7736)
C (4.3306, 1.1981, -0.6651)
H (4.3636, -3.7612, -0.0515)
H (4.8289, -2.2271, 0.6847)
H (5.3709, -2.6585, -0.9493)
H (5.3205, 1.5762, -0.8830)
H (4.0162, 1.4721, 0.3469)
H (3.5950, 1.6617, -1.3225)
C (-1.1236, 2.7021, -3.9920)
O (0.2705, 2.9606, -3.9931)
C (1.0299, 2.1476, -3.2901)
O (0.6427, 1.2931, -2.5315)
O (2.3309, 2.3333, -3.4877)
C (2.7818, 3.2760, -4.4573)
H (-1.3589, 1.7617, -4.5034)
H (-1.6369, 3.4858, -4.5358)
H (-1.4659, 2.5849, -2.9643)
H (3.8327, 3.0958, -4.6432)
H (2.6348, 4.2955, -4.0933)
H (2.2179, 3.2090, -5.3866)
C (-3.1267, -1.0067, 2.7679)
O (-2.8129, 0.3773, 2.9148)
C (-1.9728, 0.9106, 2.0425)
O (-1.5817, 0.3504, 1.0387)
O (-1.5523, 2.1052, 2.3819)
C (-2.0578, 2.7284, 3.5670)
H (-3.4904, -1.2104, 1.7596)
H (-3.9263, -1.2139, 3.4714)
H (-2.2542, -1.6201, 2.9795)
H (-1.9134, 2.1007, 4.4437)
H (-3.1207, 2.9431, 3.4561)
H (-1.5212, 3.6591, 3.7171)
C (1.4809, -1.3314, -4.5193)
O (0.7201, -2.5215, -4.3707)
C (0.0693, -2.6683, -3.2270)
O (-0.0168, -1.8601, -2.3334)
O (-0.4700, -3.8731, -3.2337)
C (-1.0886, -4.3045, -2.0365)
H (2.0844, -1.1404, -3.6380)
H (0.8361, -0.4725, -4.6918)
H (2.0832, -1.4869, -5.4097)
H (-1.7362, -3.5288, -1.6350)
H (-0.3236, -4.5910, -1.3138)
H (-1.6861, -5.1771, -2.2837)
C (-4.0983, 1.6085, -2.3496)
O (-4.0863, 0.2130, -2.0768)
C (-2.9441, -0.3325, -1.7037)
O (-1.8755, 0.2347, -1.6579)
O (-3.0555, -1.6056, -1.3952)
C (-4.3368, -2.1461, -1.1009)
H (-3.5158, 2.1956, -1.6364)
H (-5.1249, 1.9462, -2.2382)
H (-3.7300, 1.7798, -3.3569)
H (-4.8816, -2.4404, -1.9956)
H (-4.9131, -1.4578, -0.4840)
H (-4.2094, -3.0497, -0.5040)
C (1.6179, -3.4591, 1.8937)
O (0.2162, -3.6429, 1.7333)
C (-0.4329, -2.7856, 0.9594)
O (0.0361, -1.7696, 0.5159)
O (-1.6857, -3.1553, 0.7427)
C (-2.1611, -4.3782, 1.3267)
H (1.9326, -2.4631, 2.1926)
H (2.1128, -3.7202, 0.9573)
H (1.9412, -4.1472, 2.6695)
H (-3.2018, -4.4677, 1.0255)
H (-2.1398, -4.3421, 2.4154)
H (-1.5819, -5.2306, 0.9845)
C (2.1340, 3.7696, 0.4366)
O (0.8304, 4.3856, 0.4739)
C (-0.1994, 3.6343, 0.1390)
O (-0.1574, 2.4943, -0.2551)
O (-1.3592, 4.2550, 0.2641)
C (-1.3813, 5.6645, 0.5098)
H (2.0876, 2.7657, 0.8511)
H (2.7756, 4.3755, 1.0657)
H (2.4836, 3.7394, -0.5938)
H (-0.9804, 5.9034, 1.4955)
H (-2.4141, 5.9932, 0.4848)
H (-0.7869, 6.1865, -0.2375)

Löwdin atomic charge list, values in e, 6 entries: 0.996, 0.182, -0.377, 0.217, -0.886, 0.232

=====

ClH5Si2 | wB97M-V/def2-TZVPD

Values from the calculation:
Spin multiplicity   1
Energy above the lowest of the compared OMol25 structures with the same formula, charge and spin   1.136 eV
Molar mass   96.7 u
Frontier orbital gap   9.8 eV

Atoms and positions in Å:
Si (-0.6020, -0.6017, 0.8486)
Si (0.8893, 0.3379, -0.6661)
Cl (-0.5847, 1.6813, -1.7009)
H (-0.3616, -2.1963, 0.8335)
H (-0.0622, -0.0809, 2.0534)
H (-1.9447, -0.1922, 0.4362)
H (1.2986, 1.6055, -0.0708)
H (1.3673, -0.5537, -1.7340)

Löwdin atomic charge list, values in e, 6 entries: 0.410, 0.198, -0.036, -0.081, -0.151, -0.118

=====

LUMO energy, record by record: -8.192, -1.928, -0.115 eV